# 1
Density functional theory data (the ωB97M-V functional and the def2-TZVPD basis) for C23H26LuN4O5S as an isolated structure at a distorted geometry.

```
60
Properties=species:S:1:pos:R:3
Lu -0.414 0.283 -0.992
O -1.395 1.572 0.683
C -2.349 1.430 -0.121
O -2.100 1.589 -1.376
C -3.593 0.699 0.324
C -4.716 0.638 -0.712
C -6.018 0.177 -0.050
C -5.740 -1.339 0.132
C -4.333 -1.455 -0.462
O -4.349 -0.486 -1.518
C -3.318 -0.884 0.535
C -1.864 -1.272 0.316
O -1.026 -1.060 1.193
O -1.471 -1.536 -0.907
H -3.910 1.134 1.272
H -4.791 1.526 -1.335
H -6.233 0.693 0.884
H -6.855 0.340 -0.726
H -5.788 -1.661 1.172
H -6.447 -1.942 -0.435
H -4.066 -2.426 -0.869
H -3.556 -1.145 1.565
N 1.456 0.565 0.346
S 2.984 0.140 0.435
C 3.900 1.440 1.198
C 3.700 1.781 2.534
C 4.398 2.851 3.061
C 5.293 3.561 2.265
C 5.492 3.209 0.941
C 4.791 2.139 0.397
C 3.151 -1.156 1.637
C 2.022 -1.795 2.118
C 2.191 -2.833 3.031
C 3.457 -3.215 3.435
C 4.582 -2.569 2.926
C 4.435 -1.537 2.019
H 1.087 0.907 1.233
H 3.020 1.209 3.154
H 4.255 3.129 4.096
H 5.842 4.392 2.687
H 6.197 3.756 0.329
H 4.947 1.847 -0.634
H 1.036 -1.504 1.777
H 1.320 -3.342 3.422
H 3.579 -4.020 4.146
H 5.571 -2.873 3.239
H 5.308 -1.028 1.627
N 1.203 1.507 -2.424
H 1.041 1.371 -3.415
H 2.163 1.253 -2.216
H 1.131 2.502 -2.228
N -2.308 -0.312 -5.014
C -1.786 -1.584 -4.918
C -0.941 -1.549 -3.862
N -0.921 -0.276 -3.319
C -1.770 0.431 -4.036
H -3.002 0.000 -5.671
H -2.080 -2.368 -5.591
H -0.361 -2.354 -3.446
H -2.050 1.455 -3.853
```

* relative energy (zero: lowest compared OMol25 entry of this formula, charge and spin): 0.0 kJ/mol
* total charge: +1
* orbital gap: 9.69 eV

***

# 2
Density functional theory data (the ωB97M-V functional and the def2-TZVPD basis) for a single C23H26N2O8S molecule.

```
60
Properties=species:S:1:pos:R:3
C -10.028 -3.329 -0.515
H -10.978 -3.758 -0.828
O -10.034 -2.005 -0.989
C -8.948 -1.221 -0.739
C -9.010 0.082 -1.238
C -7.967 0.957 -1.038
C -6.831 0.557 -0.335
C -6.766 -0.738 0.161
C -7.815 -1.619 -0.040
H -7.729 -2.617 0.358
H -5.892 -1.059 0.702
N -5.803 1.498 -0.158
C -4.630 1.353 0.506
O -4.249 0.361 1.077
C -3.793 2.648 0.489
H -4.231 3.389 1.162
H -3.734 3.042 -0.533
O -2.499 2.383 0.982
C -1.721 1.636 0.167
O -2.040 1.348 -0.961
C -0.463 1.282 0.829
C 0.472 0.572 0.183
C 1.751 0.139 0.704
C 2.115 0.269 2.047
C 3.346 -0.152 2.507
C 4.278 -0.716 1.631
C 3.911 -0.861 0.291
C 2.680 -0.450 -0.160
H 2.450 -0.608 -1.203
S 5.039 -1.601 -0.905
O 5.753 -2.693 -0.322
O 4.280 -1.835 -2.098
N 6.146 -0.421 -1.285
C 5.634 0.751 -1.953
H 5.166 1.444 -1.235
C 6.807 1.449 -2.649
H 7.195 0.791 -3.439
O 7.833 1.756 -1.733
C 8.316 0.593 -1.097
H 8.738 -0.095 -1.844
C 7.191 -0.114 -0.338
H 6.822 0.551 0.456
H 7.524 -1.055 0.096
H 9.100 0.924 -0.415
H 6.491 2.399 -3.083
H 4.893 0.417 -2.678
O 5.515 -1.119 1.973
C 5.884 -1.131 3.336
H 5.199 -1.741 3.930
H 5.927 -0.117 3.748
H 6.877 -1.574 3.362
H 3.582 -0.038 3.553
H 1.418 0.697 2.750
H 0.261 0.295 -0.843
H -0.365 1.623 1.847
H -5.977 2.388 -0.605
H -8.029 1.962 -1.432
H -9.892 0.383 -1.781
H -9.957 -3.366 0.577
H -9.208 -3.909 -0.952
```

* relative energy (zero: lowest compared OMol25 entry of this formula, charge and spin): 194.1 kJ/mol
* SMILES: COc1ccc(NC(=O)COC(=O)/C=C/c2ccc(OC)c(S(=O)(=O)N3CCOCC3)c2)cc1
* orbital gap: 7.86 eV

***

# 3
Density functional theory data (the ωB97M-V functional and the def2-TZVPD basis) for a single C23H26N4O5S molecule at a distorted geometry.

```
59
Properties=species:S:1:pos:R:3
C -4.606 -2.159 1.420
C -3.149 -1.899 1.207
C -2.649 -0.707 0.696
C -1.291 -0.512 0.539
C -0.378 -1.509 0.856
C -0.864 -2.708 1.373
C -2.222 -2.884 1.551
H -2.585 -3.811 1.973
H -0.176 -3.487 1.669
C 1.057 -1.256 0.649
N 1.507 -0.150 1.144
N 2.775 0.206 0.998
C 3.735 -0.521 0.315
O 4.872 -0.097 0.195
C 3.248 -1.777 -0.254
C 4.131 -2.590 -0.968
C 3.682 -3.758 -1.539
C 2.340 -4.119 -1.422
C 1.458 -3.330 -0.720
C 1.901 -2.153 -0.103
H 0.417 -3.607 -0.649
H 1.989 -5.026 -1.892
H 4.361 -4.392 -2.088
H 5.158 -2.271 -1.055
C 3.158 1.441 1.659
H 4.161 1.699 1.309
H 3.187 1.275 2.740
C 2.178 2.598 1.438
O 1.656 3.144 2.387
N 1.980 3.011 0.168
C 2.506 2.439 -1.048
H 3.284 1.705 -0.857
C 1.341 1.821 -1.833
O 0.371 2.794 -2.133
C -0.139 3.414 -0.963
H -0.820 4.190 -1.313
C 0.979 4.024 -0.113
H 0.581 4.386 0.835
H 1.457 4.847 -0.655
H -0.710 2.695 -0.361
H 1.683 1.425 -2.792
H 0.894 1.006 -1.242
H 2.937 3.250 -1.647
H -0.947 0.443 0.179
S -3.639 0.668 0.067
O -2.833 1.850 0.136
O -4.944 0.699 0.658
N -3.844 0.318 -1.557
C -4.700 -0.806 -1.835
H -5.530 -0.764 -1.136
H -5.084 -0.723 -2.852
H -4.174 -1.765 -1.733
C -2.657 0.407 -2.368
H -2.115 1.300 -2.069
H -2.946 0.504 -3.414
H -2.009 -0.474 -2.258
H -4.987 -2.828 0.648
H -5.170 -1.234 1.395
H -4.757 -2.647 2.381
```

* relative energy (zero: lowest compared OMol25 entry of this formula, charge and spin): 287.6 kJ/mol
* SMILES: Cc1ccc(-c2nn(CC(=O)N3CCOCC3)c(=O)c3ccccc23)cc1S(=O)(=O)N(C)C
* orbital gap: 8.69 eV

***

# 4
Density functional theory data (the ωB97M-V functional and the def2-TZVPD basis) for C23H26N4PPtS2 as an isolated structure.

```
57
Properties=species:S:1:pos:R:3
Pt 0.650 -1.061 0.278
C -3.835 -1.363 3.209
C -2.514 -1.014 3.453
C -1.742 -0.480 2.432
C -2.297 -0.306 1.159
C -3.631 -0.650 0.921
C -4.397 -1.167 1.952
P -1.299 0.187 -0.241
C -1.546 1.843 -0.767
C -1.130 2.249 -2.045
C -1.382 3.543 -2.458
C -2.027 4.430 -1.599
C -2.423 4.037 -0.327
C -2.175 2.745 0.103
C -1.394 -1.037 -1.542
C -2.274 -1.261 -2.588
C -2.169 -2.481 -3.255
C -1.246 -3.433 -2.850
C -0.333 -3.208 -1.807
C -0.422 -1.972 -1.201
H -4.435 -1.780 4.007
H -2.093 -1.144 4.441
H -0.740 -0.123 2.648
H -4.072 -0.518 -0.060
H -5.435 -1.418 1.776
H -0.638 1.551 -2.713
H -1.089 3.864 -3.448
H -2.229 5.440 -1.933
H -2.935 4.735 0.321
H -2.499 2.424 1.086
H -3.031 -0.534 -2.857
H -2.832 -2.699 -4.082
H -1.211 -4.388 -3.358
H 0.361 -3.981 -1.512
C 5.619 -3.539 -0.363
N 4.402 -3.226 0.395
C 3.218 -3.034 -0.137
N 3.057 -3.002 -1.450
S 1.863 -2.924 0.987
H 6.471 -3.411 0.298
H 5.735 -2.844 -1.194
H 5.594 -4.567 -0.723
H 4.437 -3.312 1.401
H 3.823 -3.178 -2.084
H 2.138 -2.890 -1.845
S 1.665 0.762 -0.653
C 1.802 1.957 0.614
N 2.106 3.198 0.298
C 2.290 4.047 1.492
C 1.971 3.069 2.645
N 1.721 1.799 1.923
H 2.168 3.534 -0.652
H 1.599 4.886 1.454
H 3.310 4.424 1.530
H 1.091 3.357 3.214
H 2.812 2.947 3.323
H 1.572 0.918 2.384
```

* relative energy (zero: lowest compared OMol25 entry of this formula, charge and spin): 90.8 kJ/mol
* total charge: +3
* orbital gap (alpha / beta): 6.05 / 6.05 eV

***

# 5
Density functional theory data (the ωB97M-V functional and the def2-TZVPD basis) for C23H26NO6PS3V as an isolated structure at a distorted geometry.

```
61
Properties=species:S:1:pos:R:3
V -0.030 0.462 0.780
C 3.979 4.747 0.880
C 4.319 4.072 -0.456
C 5.678 4.587 -0.926
C 3.272 4.464 -1.508
C 4.315 2.552 -0.266
C 5.431 1.755 -0.536
C 5.342 0.384 -0.334
C 4.191 -0.204 0.157
S 4.249 -1.967 0.445
C 2.589 -2.411 0.349
N 1.878 0.064 0.909
C 3.043 0.566 0.439
C 3.165 1.943 0.189
C 1.954 -3.670 0.041
C 2.353 -4.885 -0.479
C 1.366 -5.864 -0.646
C 0.059 -5.627 -0.252
C -0.314 -4.411 0.355
C 0.630 -3.423 0.489
H 3.985 5.834 0.773
H 4.714 4.467 1.635
H 3.000 4.439 1.238
H 5.637 5.673 -1.029
H 5.950 4.164 -1.893
H 6.461 4.343 -0.208
H 3.257 5.547 -1.645
H 2.276 4.142 -1.216
H 3.506 3.994 -2.463
H 6.356 2.170 -0.904
H 6.188 -0.256 -0.556
H 2.274 2.527 0.420
H 3.382 -5.079 -0.755
H 1.623 -6.816 -1.097
H -0.689 -6.394 -0.424
H -1.337 -4.271 0.684
C 3.877 -0.563 4.340
C 3.564 0.912 4.525
O 2.475 1.305 3.709
P 0.971 1.238 4.361
S -0.183 1.858 2.819
S 1.302 -1.561 1.172
O 0.839 -0.418 4.359
C 0.184 -1.057 5.434
C -1.215 -1.488 5.020
H 4.817 -0.811 4.844
H 3.980 -0.795 3.279
H 3.076 -1.170 4.741
H 4.417 1.523 4.214
H 3.359 1.132 5.583
H 0.140 -0.394 6.307
H 0.778 -1.939 5.706
H -1.813 -0.618 4.750
H -1.706 -2.029 5.832
H -1.147 -2.133 4.147
O -1.438 0.271 -2.973
C -1.266 0.330 -1.776
O -0.219 -0.085 -1.113
C -2.335 1.001 -0.818
O -3.379 1.437 -1.269
O -1.914 1.027 0.417
```

* relative energy (zero: lowest compared OMol25 entry of this formula, charge and spin): 550.2 kJ/mol
* total charge: -2
* 2S+1: 4
* expectation value of S²: 3.834
* orbital gap (alpha / beta): 5.45 / 5.58 eV

***

# 6
Density functional theory data (the ωB97M-V functional and the def2-TZVPD basis) for C23H27AsGaN5O as an isolated structure at a distorted geometry.

```
58
Properties=species:S:1:pos:R:3
Ga 9.599 11.486 8.392
C 5.081 16.477 10.417
C 6.218 15.621 10.008
C 7.544 16.132 9.828
C 8.590 15.437 9.215
C 8.389 14.125 8.837
N 9.450 13.467 8.130
C 10.273 14.051 7.224
C 9.906 15.250 6.512
C 10.838 15.950 5.741
C 12.248 15.888 6.024
C 13.303 16.893 5.590
C 12.651 14.744 6.709
C 11.758 13.821 7.310
N 12.306 12.612 7.829
C 13.603 12.239 8.020
C 13.614 10.964 8.608
C 12.307 10.580 8.750
N 11.497 11.608 8.263
C 7.024 13.538 9.050
C 5.953 14.304 9.585
N 6.735 12.219 8.722
C 5.557 11.469 8.907
C 5.788 10.190 8.397
C 7.091 10.205 7.859
N 7.735 11.411 8.108
H 4.315 15.800 10.739
H 4.650 17.027 9.572
H 5.274 17.100 11.270
H 7.714 17.009 10.387
H 9.477 15.915 8.908
H 8.843 15.446 6.354
H 10.497 16.723 5.018
H 12.934 17.760 5.028
H 14.073 16.337 5.035
H 13.885 17.318 6.432
H 13.724 14.543 6.755
H 14.495 12.839 7.747
H 14.502 10.308 8.672
H 11.888 9.755 9.318
H 5.041 13.876 9.892
H 4.694 12.025 9.274
H 5.110 9.340 8.471
H 7.506 9.492 7.159
O 9.593 9.588 8.698
C 7.822 6.642 7.018
As 9.467 5.550 6.905
C 8.846 3.971 7.973
C 10.681 6.451 8.222
H 7.957 7.271 7.910
H 6.935 6.053 7.103
H 7.762 7.300 6.134
H 8.171 4.365 8.730
H 9.646 3.452 8.605
H 8.301 3.259 7.405
H 10.194 7.207 8.821
H 11.465 6.805 7.485
H 11.224 5.685 8.832
```

* relative energy (zero: lowest compared OMol25 entry of this formula, charge and spin): 0.0 kJ/mol
* orbital gap: 6.80 eV

***

# 7
Density functional theory data (the ωB97M-V functional and the def2-TZVPD basis) for a 2-piece molecular cluster, C23H27BF6O2S3 overall at a distorted geometry.

```
62
Properties=species:S:1:pos:R:3
C 5.218 -2.001 1.112
C 3.966 -1.244 1.365
C 3.806 0.130 1.339
C 2.505 0.554 1.710
C 1.648 -0.501 2.011
B -0.862 -0.272 -2.308
C 0.430 -0.413 2.771
C -0.319 -1.576 3.045
C -1.559 -1.467 3.644
C -2.394 -2.707 3.830
F -3.717 -2.464 3.562
F -1.990 -3.722 3.005
F -2.328 -3.184 5.115
C -2.044 -0.239 4.088
C -1.267 0.897 3.865
C -1.826 2.239 4.254
F -1.163 3.266 3.642
F -3.148 2.341 3.894
F -1.763 2.469 5.602
C -0.030 0.820 3.270
O -0.888 0.899 -3.011
C 0.514 1.048 -3.394
C 0.524 1.702 -4.758
C 1.167 1.989 -2.370
C 1.081 -0.444 -3.365
C 0.947 -1.171 -4.699
C 2.490 -0.606 -2.823
O 0.214 -1.127 -2.437
S 2.463 -2.028 1.729
H 6.081 -1.331 1.201
H 5.340 -2.823 1.828
H 5.209 -2.424 0.097
H 4.626 0.818 1.115
H 2.195 1.586 1.823
H 0.094 -2.552 2.813
H -3.007 -0.157 4.573
H 0.607 1.707 3.209
H 1.539 1.709 -5.163
H -0.157 1.185 -5.440
H 0.195 2.744 -4.673
H 2.223 2.162 -2.628
H 0.655 2.966 -2.410
H 1.089 1.594 -1.341
H 1.715 -0.835 -5.400
H 1.081 -2.245 -4.538
H -0.041 -1.027 -5.146
H 3.211 -0.057 -3.442
H 2.557 -0.246 -1.787
H 2.757 -1.671 -2.848
C -4.185 0.852 -0.447
C -3.214 0.877 0.726
S -1.489 1.300 0.210
C -0.976 -0.185 -0.445
S -2.350 -1.091 -1.257
C -3.559 0.229 -1.670
H -5.113 0.330 -0.183
H -4.475 1.876 -0.696
H -3.483 1.667 1.439
H -3.195 -0.081 1.259
H -0.203 -0.734 0.097
H -4.308 -0.315 -2.259
H -3.093 0.984 -2.306
```

* relative energy (zero: lowest compared OMol25 entry of this formula, charge and spin): 34.1 kJ/mol
* orbital gap: 6.67 eV

***

# 8
Density functional theory data (the ωB97M-V functional and the def2-TZVPD basis) for C23H27BiF4N4O5 as an isolated structure.

```
64
Properties=species:S:1:pos:R:3
Bi -0.301 0.121 -0.502
C 2.113 -0.846 -2.583
N 1.290 0.348 -2.379
C 2.146 1.498 -2.055
C 0.415 0.605 -3.527
C -0.672 1.650 -3.199
N -0.806 1.843 -1.754
C -1.481 2.916 -1.253
C -1.400 3.213 0.117
F -0.654 2.395 0.912
C -2.021 4.289 0.707
F -1.869 4.469 2.027
C -2.776 5.177 -0.027
C -2.895 4.908 -1.376
F -3.645 5.714 -2.136
C -2.287 3.822 -1.975
F -2.547 3.633 -3.284
H 2.802 -0.709 -3.424
H 1.472 -1.701 -2.793
H 2.687 -1.039 -1.677
H 2.929 1.626 -2.812
H 2.608 1.325 -1.085
H 1.553 2.406 -2.009
H -0.057 -0.342 -3.776
H 1.010 0.936 -4.386
H -1.615 1.310 -3.633
H -0.415 2.597 -3.673
H -3.263 6.025 0.429
O -4.563 -0.524 -0.426
C -3.410 -0.703 -0.101
O -2.477 0.207 -0.241
C -3.030 -2.049 0.540
C -2.259 -1.869 1.860
C -2.306 -3.175 2.668
C -1.306 -4.061 1.880
C -0.887 -3.107 0.751
O -0.886 -1.837 1.429
C -2.050 -2.973 -0.254
C -1.633 -2.521 -1.658
O -2.062 -3.119 -2.617
O -0.780 -1.517 -1.803
H -3.976 -2.557 0.705
H -2.509 -0.964 2.409
H -1.968 -3.000 3.689
H -3.308 -3.597 2.709
H -0.438 -4.317 2.486
H -1.750 -4.981 1.506
H 0.088 -3.304 0.308
H -2.515 -3.940 -0.425
C 2.415 -0.728 4.621
C 2.885 -0.473 3.229
C 4.129 -0.229 2.696
C 3.926 -0.066 1.309
N 2.639 -0.180 1.010
N 2.031 -0.435 2.185
C 4.971 0.200 0.273
H 3.255 -0.730 5.310
H 1.912 -1.694 4.686
H 1.711 0.046 4.930
H 5.071 -0.184 3.217
H 1.037 -0.609 2.209
H 5.947 0.269 0.749
H 4.780 1.137 -0.250
H 4.997 -0.602 -0.466
```

* orbital gap: 8.24 eV

***

Number 1: energy -3120.9755 Ha. Number 2: energy -2001.6310 Ha. Number 3: energy -1885.4614 Ha. Number 4: energy -2367.1759 Ha. Number 5: energy -3878.2512 Ha. Number 6: energy -5402.0154 Ha. Number 7: energy -2861.7920 Ha. Number 8: energy -2101.9565 Ha.